C38H66N4O34S3 | the ωB97M-V functional and the def2-TZVPD basis

Geometry as XYZ:
```
145
Properties=species:S:1:pos:R:3:forces:R:3:mulliken_charge:R:1
C -6.0685 -0.2485 0.4073 -0.649 -1.272 -1.221 -0.95
N -5.1599 0.8740 0.6437 -1.426 2.882 1.030 0.72
O -3.9965 0.6457 0.8840 0.110 -0.171 -0.342 -0.08
O -5.6796 2.0236 0.7260 1.257 -2.626 -0.527 -0.53
H -5.7571 -0.8531 -0.4444 0.843 0.182 0.013 0.25
H -7.0546 0.0614 0.0615 0.089 0.514 0.878 0.36
H -6.0511 -0.9301 1.2578 -0.131 0.534 0.223 0.34
C 2.6652 -0.0216 -5.8292 0.099 -0.075 -0.055 -0.58
N 1.5237 0.8606 -6.1049 0.005 -1.680 0.613 0.96
O 1.7713 2.0233 -6.1934 -0.819 1.661 -0.331 -0.56
O 0.4436 0.2868 -6.2023 0.012 1.138 -0.130 -0.52
H 2.3867 -0.5765 -4.9332 0.303 -0.264 -0.283 0.01
H 3.5413 0.6109 -5.6861 -0.116 -0.286 -0.075 0.29
H 2.6891 -0.6221 -6.7385 0.451 -0.414 0.437 0.34
C 1.8191 -2.9495 5.1622 -0.272 -0.750 -0.420 -1.11
N 1.5946 -2.0982 3.9079 2.613 1.071 2.053 0.71
O 0.5596 -1.4856 3.8917 -0.130 -0.061 -1.190 -0.19
O 2.6077 -1.9034 3.1920 -2.394 -0.580 0.611 -0.38
H 1.1120 -2.6960 5.9520 -0.206 0.252 -0.547 0.29
H 2.8288 -2.8581 5.5624 0.007 0.212 -0.632 0.33
H 1.6349 -3.9693 4.8244 0.130 -0.047 0.184 0.35
C 2.8262 3.1443 -0.3583 -0.386 1.038 -1.020 -0.34
N 3.7754 2.3784 -1.1572 0.124 -2.470 -0.025 1.05
O 4.9065 2.2614 -0.7211 -0.073 0.464 -0.386 -0.65
O 3.3310 1.7150 -2.0931 0.430 0.789 0.147 -0.46
H 2.9086 2.7525 0.6556 -0.228 0.457 -0.131 0.24
H 1.8719 3.0698 -0.8796 -0.124 -0.394 0.583 -0.31
H 3.1059 4.1815 -0.5428 0.139 0.146 0.799 0.46
O -0.7330 3.7842 1.4523 -1.901 0.872 -2.399 -0.56
C -1.4577 4.2156 0.5305 2.405 -0.343 2.948 0.32
O -1.1816 5.4371 -0.0073 1.164 -0.636 0.710 -0.40
C -1.9201 5.6984 -1.1729 -1.775 -0.158 0.488 -0.44
C -2.9046 4.5504 -1.1990 -2.163 -0.269 -2.585 -0.42
C -2.6811 3.5738 -0.0683 1.080 0.996 -0.522 1.49
H -1.3577 5.7868 -2.1025 0.533 0.035 0.453 0.15
H -2.5509 6.5748 -1.0246 0.733 0.519 -0.002 0.33
H -2.8928 4.1378 -2.2078 0.281 -0.770 0.126 -0.18
H -3.9148 4.9593 -1.2175 -0.115 -0.016 0.519 0.51
H -2.4034 2.5774 -0.4122 -0.292 -0.070 0.217 -1.09
H -3.4995 3.5777 0.6516 0.151 -0.338 -0.008 0.22
O -3.2494 2.5081 -5.1969 -0.156 -2.300 1.907 -0.68
C -3.2198 1.4840 -4.5119 0.233 2.929 -0.475 0.36
O -3.3943 1.4889 -3.1502 -0.402 1.145 -0.410 -0.26
C -3.2016 0.2058 -2.5941 0.766 -0.480 0.434 1.00
C -2.5315 -0.5915 -3.6665 -0.370 -1.594 -1.297 0.89
C -2.9633 0.0917 -4.9473 0.589 1.095 -0.529 -0.32
H -4.1286 -0.2990 -2.3221 -0.303 0.490 0.155 -0.12
H -2.5303 0.2706 -1.7378 -0.449 0.255 0.196 -0.74
H -2.9129 -1.6124 -3.6850 0.285 -0.164 0.289 0.15
H -1.4431 -0.6315 -3.6232 -0.024 0.171 0.180 -0.73
H -3.9234 -0.1287 -5.4138 0.126 -0.962 -0.071 0.36
H -2.1594 0.1914 -5.6766 -0.267 -0.419 -0.305 0.19
O 7.9092 -1.6031 2.9757 -2.384 1.001 -1.340 -0.60
C 6.9130 -1.2716 2.3400 1.989 -1.559 0.094 0.30
O 6.9420 -1.2427 0.9397 0.386 0.117 2.080 -0.41
C 5.6772 -0.8816 0.4178 -0.349 -0.902 -0.758 -0.19
C 4.8363 -0.4008 1.5570 -0.106 1.485 1.343 0.77
C 5.5041 -0.9523 2.8394 0.156 0.136 -0.625 -0.37
H 5.2198 -1.7723 -0.0129 0.160 -0.094 -0.395 0.09
H 5.8308 -0.1099 -0.3366 -0.124 -0.207 -0.059 0.26
H 3.7653 -0.5985 1.5117 0.195 -0.202 -0.252 -0.44
H 4.9751 0.6787 1.4994 -0.308 0.273 0.527 0.23
H 4.9643 -1.8115 3.2376 0.407 -0.448 -0.390 0.15
H 5.5728 -0.3150 3.7210 0.058 0.488 -0.333 0.26
O 2.1633 5.6905 -2.3520 -0.919 -0.756 -2.611 -0.61
C 1.5489 5.2653 -3.3316 0.428 1.035 1.350 0.54
O 1.3126 5.9928 -4.4815 1.303 1.183 1.542 -0.43
C 0.4768 5.2986 -5.3734 -0.271 -0.917 -0.521 -0.59
C -0.2305 4.3426 -4.4394 -2.264 -1.464 -2.715 -0.45
C 0.7182 3.9931 -3.4040 0.806 0.836 1.525 1.31
H 1.1207 4.8571 -6.1340 0.056 -0.683 0.195 0.24
H -0.2038 5.8854 -5.9902 0.012 0.792 0.732 0.38
H -0.5727 3.4528 -4.9678 0.013 -0.042 -0.260 0.14
H -1.1660 4.7118 -4.0191 0.119 0.643 -0.125 0.33
H 1.2804 3.0818 -3.6076 0.100 0.144 0.410 0.45
H 0.1450 4.0236 -2.4774 0.634 -0.881 0.433 -1.35
O 2.8532 -6.1241 -2.1670 -2.148 2.403 3.350 -0.62
C 2.5034 -5.3622 -1.2373 2.770 -2.272 -2.373 0.12
O 1.4976 -5.6099 -0.3338 -0.512 -0.954 -1.151 -0.39
C 1.3692 -4.5869 0.6421 1.386 1.997 -1.170 -0.36
C 2.1669 -3.4055 -0.0742 -0.428 -0.279 2.185 1.40
C 3.2882 -4.1611 -0.7197 -0.172 0.620 -0.355 -0.51
H 1.8921 -4.9103 1.5422 0.151 0.072 0.121 0.15
H 0.3481 -4.3209 0.9155 -0.207 -0.375 -0.512 0.26
H 2.4713 -2.6479 0.6480 0.047 0.022 0.022 -0.38
H 1.6501 -2.9001 -0.8900 -0.599 -0.165 0.236 -0.59
H 4.0896 -4.5349 -0.0823 -0.240 -0.153 0.475 0.43
H 3.7839 -3.4459 -1.3761 -0.107 -0.833 -0.895 0.45
O 2.4125 -3.3312 -4.2355 -0.083 0.094 -0.148 -0.61
C 1.2643 -3.2843 -4.5815 1.185 0.007 0.937 0.43
O 0.8910 -2.6749 -5.7130 -0.051 0.141 -0.584 -0.31
C -0.5139 -2.7201 -5.8814 -1.591 -0.175 0.495 0.07
C -1.0079 -3.8001 -4.8656 -0.599 0.380 -1.510 -0.87
C 0.0831 -3.7913 -3.8274 -1.100 -0.961 0.304 0.47
H -0.7936 -2.9471 -6.9102 0.442 -0.262 -0.021 0.43
H -0.9842 -1.7554 -5.6911 0.476 0.202 0.245 -0.32
H -1.0914 -4.7138 -5.4541 0.488 -0.407 0.364 0.30
H -2.0299 -3.6665 -4.5108 0.137 0.490 0.163 0.34
H 0.1920 -4.7879 -3.3997 0.624 0.068 -0.062 0.38
H -0.1514 -3.1418 -2.9841 0.133 0.333 -0.107 -0.34
O -5.5576 0.1632 3.4928 -0.843 0.619 0.252 -0.59
C -4.7224 0.9137 3.9111 0.648 -0.466 -0.707 0.24
O -4.8693 2.2639 4.0696 -2.190 -1.967 0.364 -0.38
C -3.6682 2.9128 4.3046 1.554 0.128 -0.870 -0.56
C -2.5807 1.8374 4.0219 0.434 0.366 -0.496 1.12
C -3.2966 0.4966 4.1576 0.219 1.442 0.687 0.54
H -3.5898 3.3950 5.2790 -0.304 -0.218 0.122 0.29
H -3.6946 3.6602 3.5116 0.697 0.461 0.332 0.27
H -1.6895 1.9040 4.6459 -0.148 0.196 0.021 -0.16
H -2.2862 1.9764 2.9817 0.250 0.017 -0.035 -0.65
H -3.2062 0.2104 5.2055 -0.071 -0.619 -0.064 0.49
H -2.9635 -0.2702 3.4582 -0.229 0.029 0.300 -0.60
C 2.5110 1.0723 5.3647 -0.018 1.984 1.460 0.13
C 1.3356 1.9965 5.0838 -1.991 -0.800 -1.488 0.16
O 0.3810 1.8727 6.1492 -0.052 -1.365 1.635 -0.41
S 0.5264 0.4554 7.0374 0.755 3.194 0.127 1.09
O -0.5272 -0.4833 6.7212 1.901 0.949 0.098 -0.44
O 0.7278 0.8825 8.4285 -0.157 -1.436 -3.032 -0.59
O 1.9697 0.1285 6.2701 -1.072 -2.030 1.345 -0.33
H 3.2228 1.7094 5.8897 0.459 -0.424 0.281 0.32
H 3.0413 0.5778 4.5508 -0.642 -0.069 -0.177 -0.09
H 0.7794 1.5994 4.2347 0.154 0.193 -0.517 -0.25
H 1.4525 3.0695 4.9319 0.669 -0.236 0.158 0.48
C -0.6149 -0.1432 0.8661 -1.499 -0.191 0.620 1.04
C 0.6553 0.6967 0.9651 -2.475 0.057 1.366 0.99
O 1.3658 0.1613 -0.0798 3.635 0.449 -2.588 0.26
S 0.4749 0.1157 -1.4283 -0.813 -1.180 0.233 0.22
O 1.0113 -0.8449 -2.4216 -1.296 2.546 2.875 -0.40
O 0.0018 1.4347 -1.8519 0.991 -2.344 0.780 0.11
O -0.6665 -0.6125 -0.4816 -0.373 0.114 -2.415 -0.33
H -1.5411 0.3742 1.1165 0.083 0.465 -0.315 -1.03
H -0.6771 -1.0334 1.4919 0.669 -0.097 0.003 -0.39
H 1.0538 0.4968 1.9597 0.829 0.006 -0.404 -0.19
H 0.4201 1.7537 0.8406 0.230 0.092 -0.016 -0.39
C -2.2961 -5.7095 3.1620 0.404 0.752 -0.945 -0.47
C -1.0762 -5.3164 3.9440 0.303 0.019 1.473 -0.08
O -1.3242 -3.9860 4.3933 -0.313 2.388 -0.099 -0.25
S -2.7750 -3.3178 3.9321 0.320 -1.442 -0.299 1.12
O -2.6530 -2.5773 2.6839 0.168 -1.082 1.902 -0.34
O -3.5004 -2.7539 5.0482 1.506 -1.038 -1.738 -0.59
O -3.3183 -4.8218 3.6284 -1.132 0.317 0.099 -0.40
H -2.5476 -6.7661 3.2545 -0.456 0.354 0.225 0.34
H -2.0898 -5.4671 2.1196 -0.293 -0.211 -0.236 0.26
H -0.1268 -5.3814 3.4126 -0.204 0.216 -0.371 0.09
H -0.9405 -5.8642 4.8765 -0.189 -0.353 -0.076 0.35
```
Positions in Å, forces in eV/Å.

Computed properties:
DFT total energy	-148541.3267	eV
E_HOMO	-10.28	eV
LUMO	-1.1873	eV
HOMO-LUMO gap	9.10	eV